# 1
This record from the Open Molecules 2025 dataset describes an isolated molecule of C14H14N2O. The level of theory is ωB97M-V with the def2-TZVPD basis set.

Results
LUMO energy	0.6	eV
energy above the lowest of the compared OMol25 structures with the same formula, charge and spin	0.149	eV
Kohn-Sham gap	9.67	eV
structure (SMILES)	O=C(NCCc1ccccc1)c1cccnc1
F_max	0.54	eV Å⁻¹
highest occupied orbital energy	-0.3330	hartree

Geometry as ORCA input:
```
! RIJCOSX wB97M-V def2-TZVPD def2/J DEFGRID3
* xyz 0 1
O 0.2298 0.7920 -1.8343
C -0.3074 1.0732 -0.7835
N 0.1973 1.9845 0.0918
C 1.5716 2.4161 -0.0053
C 2.4781 1.5904 0.9268
C 2.2872 0.1292 0.6315
C 1.3496 -0.6153 1.3356
C 1.0944 -1.9325 0.9975
C 1.7775 -2.5215 -0.0515
C 2.7210 -1.7904 -0.7533
C 2.9715 -0.4736 -0.4155
C -1.5938 0.4541 -0.3515
C -2.5922 1.1396 0.3326
C -3.7422 0.4566 0.6933
C -3.8444 -0.8857 0.3586
N -2.9040 -1.5446 -0.2975
C -1.8148 -0.8909 -0.6490
H -0.2267 2.0507 1.0046
H 1.8695 2.2631 -1.0446
H 1.6364 3.4798 0.2409
H 2.2183 1.8033 1.9668
H 3.5141 1.8879 0.7604
H 0.8119 -0.1628 2.1589
H 0.3539 -2.4950 1.5477
H 1.5724 -3.5463 -0.3228
H 3.2554 -2.2450 -1.5742
H 3.6976 0.0979 -0.9753
H -2.4875 2.1927 0.5561
H -4.5427 0.9558 1.2173
H -4.7219 -1.4621 0.6210
H -1.0631 -1.4509 -1.1885
*
```

# 2
This record from the Open Molecules 2025 dataset describes an isolated molecule of C14H14N2O2S in a non-equilibrium geometry. The level of theory is ωB97M-V with the def2-TZVPD basis set.

Results
LUMO energy	-0.1	eV
energy above the lowest of the compared OMol25 structures with the same formula, charge and spin	3.113	eV
Kohn-Sham gap	8.06	eV
structure (SMILES)	CC(/C=C/c1ccco1)=N/NC(=O)Cc1cccs1
F_max	1.26	eV Å⁻¹
highest occupied orbital energy	-0.3009	hartree

Geometry as ORCA input:
```
! RIJCOSX wB97M-V def2-TZVPD def2/J DEFGRID3
* xyz 0 1
C 0.0699 -3.0048 0.6005
C 0.3184 -1.5298 0.7150
C -0.4358 -0.8332 1.7477
C -0.9279 0.4146 1.6537
C -1.6848 1.0669 2.6816
C -2.0412 0.6958 3.9598
C -2.7821 1.7691 4.4924
C -2.8283 2.7161 3.5117
O -2.1725 2.3045 2.4216
N 1.1898 -1.0477 -0.0872
N 1.5912 0.2349 -0.0365
C 2.4811 0.7646 -0.9255
O 2.8968 1.8910 -0.7793
C 2.8216 -0.1391 -2.0992
C 1.7443 -0.0010 -3.1231
C 0.5644 -0.6751 -3.1964
C -0.2450 -0.2554 -4.2760
C 0.3289 0.7355 -5.0029
S 1.8702 1.1813 -4.3835
H -0.9868 -3.1964 0.4218
H 0.6562 -3.4150 -0.2160
H 0.3510 -3.5036 1.5267
H -0.6500 -1.4164 2.6336
H -0.8209 0.9940 0.7458
H -1.8016 -0.2236 4.4529
H -3.2196 1.8305 5.4675
H -3.2812 3.6872 3.4761
H 1.3182 0.8325 0.7451
H 3.7795 0.1807 -2.5086
H 2.8709 -1.1703 -1.7498
H 0.2890 -1.4481 -2.5019
H -1.2090 -0.6771 -4.4987
H -0.0547 1.2372 -5.8689
*
```

# 3
This record from the Open Molecules 2025 dataset describes an isolated molecule of C14H14N2O3S. The level of theory is ωB97M-V with the def2-TZVPD basis set.

Results
LUMO energy	0.3	eV
energy above the lowest of the compared OMol25 structures with the same formula, charge and spin	1.522	eV
Kohn-Sham gap	9.59	eV
structure (SMILES)	O=CNc1ccc(S(=O)(=O)NCc2ccccc2)cc1
F_max	0.87	eV Å⁻¹
highest occupied orbital energy	-0.3414	hartree

Geometry as ORCA input:
```
! RIJCOSX wB97M-V def2-TZVPD def2/J DEFGRID3
* xyz 0 1
O 3.2568 -2.2779 -5.5507
C 2.2944 -2.0952 -4.8528
N 2.3785 -1.9561 -3.5049
C 1.3791 -1.7391 -2.5649
C 0.0246 -1.6581 -2.8970
C -0.9172 -1.4376 -1.9091
C -0.5159 -1.2965 -0.5953
S -1.7429 -0.9914 0.6621
O -2.8575 -1.8734 0.4891
O -1.0982 -0.9606 1.9443
N -2.2949 0.5235 0.1837
C -1.3230 1.6015 0.2510
C -0.7623 1.8407 1.6295
C -1.6063 2.1888 2.6760
C -1.1040 2.3743 3.9507
C 0.2503 2.2210 4.1917
C 1.0993 1.8852 3.1520
C 0.5947 1.6951 1.8782
C 0.8182 -1.3796 -0.2458
C 1.7638 -1.5996 -1.2277
H 1.2715 -2.0227 -5.2493
H 3.3221 -2.0200 -3.1362
H -0.2996 -1.7700 -3.9183
H -1.9682 -1.3784 -2.1399
H -3.1517 0.7251 0.6789
H -1.8128 2.5060 -0.1248
H -0.5181 1.3350 -0.4398
H -2.6651 2.3113 2.4927
H -1.7712 2.6368 4.7584
H 0.6423 2.3606 5.1882
H 2.1570 1.7641 3.3349
H 1.2589 1.4284 1.0676
H 1.0875 -1.2733 0.7932
H 2.8097 -1.6679 -0.9660
*
```

# 4
This record from the Open Molecules 2025 dataset describes a structure of composition C14H14N2O3SV in a non-equilibrium geometry. The level of theory is ωB97M-V with the def2-TZVPD basis set.

Results
LUMO energy (spin up / spin down)	-0.8 / -0.9	eV
Kohn-Sham gap (spin up / spin down)	7.93 / 7.21	eV
F_max	7.39	eV Å⁻¹
highest occupied orbital energy (spin up / spin down)	-0.3193 / -0.2980	hartree
⟨S²⟩	0.759

Geometry as ORCA input:
```
! RIJCOSX wB97M-V def2-TZVPD def2/J DEFGRID3
* xyz 0 2
C -1.4542 1.2395 -3.6974
C -0.1377 0.6533 -3.6658
C 0.6871 1.4843 -2.8146
C -0.1138 2.6438 -2.3739
C -1.4842 2.4389 -2.8656
V -0.9734 1.0200 -1.3077
N -1.0141 -2.5250 -2.3612
C -1.1556 -3.7781 -2.7060
C 0.3175 -3.0687 -2.4926
H 1.7960 1.3885 -2.7086
H 0.2555 -0.1796 -4.2995
H 0.2450 3.5272 -1.8171
H -2.3416 3.1206 -2.6510
H -2.3071 0.8398 -4.2855
H 1.0963 -2.9600 -3.2807
H -1.5660 -3.8546 -3.8260
H -1.7624 -1.8343 -2.7741
H 0.8292 -2.9889 -1.5766
H -1.3896 -4.4973 -1.8618
O 2.1295 3.2836 3.1335
S 2.3896 1.9204 2.7215
O 3.7041 1.4040 2.9254
N 1.8081 1.6328 1.2202
C 0.7467 0.8132 1.2449
O 0.0020 0.5873 0.2587
C 0.4294 0.2317 2.5628
C -0.6032 -0.6317 2.9004
C -0.8144 -0.8990 4.2411
C -0.0416 -0.3086 5.2502
C 0.9858 0.5700 4.8682
C 1.2105 0.8301 3.5206
H -1.2009 -1.0443 2.0732
H -1.6175 -1.5715 4.5110
H -0.2458 -0.5357 6.3029
H 1.5908 1.0483 5.6311
*
```

# 5
This record from the Open Molecules 2025 dataset describes a cluster of 2 separate species, C14H14N3O5S in total in a non-equilibrium geometry. The level of theory is ωB97M-V with the def2-TZVPD basis set.

Results
LUMO energy	0.6	eV
Kohn-Sham gap	5.26	eV
F_max	8.37	eV Å⁻¹
highest occupied orbital energy	-0.1702	hartree

Geometry as ORCA input:
```
! RIJCOSX wB97M-V def2-TZVPD def2/J DEFGRID3
* xyz -1 1
C 5.0848 1.1761 2.0127
C 4.0438 1.9752 1.2505
C 2.7573 1.0669 0.6941
C 1.2449 1.1162 1.3914
O 0.9916 2.0082 2.5414
C 0.0523 0.1678 0.7773
N -1.3831 0.1109 1.2460
C -1.5888 -0.8090 2.4270
C -2.4460 -2.2094 2.1064
O -1.1646 -0.5801 3.6818
C -2.0002 1.4771 1.4404
C -2.6513 2.1730 0.0656
O -2.0908 2.1520 2.5972
C 0.4284 -0.8122 -0.5248
C 1.9184 -0.8543 -1.2077
N 2.3425 -1.7150 -2.3773
S 4.0046 -1.2271 -2.6061
N 4.4361 -0.0096 -1.3941
C 3.1118 0.1075 -0.6237
H 5.6064 1.5669 2.9921
H 5.2820 0.0871 1.5672
H 4.1468 3.1297 1.0369
H 1.1484 1.5459 3.4185
H -2.3644 -2.9968 2.9677
H -1.9984 -2.5932 1.0693
H -3.5622 -1.8891 1.8540
H -1.9334 2.0576 -0.8629
H -3.6468 1.6036 -0.2051
H -2.9128 3.2941 0.2719
H -0.4296 -1.5030 -0.9637
C -2.0308 -1.6747 -4.2755
C -2.7748 -0.9614 -3.1597
O -2.0916 -0.7159 -2.1270
O -3.9857 -0.7051 -3.4103
H -0.9899 -1.8686 -3.9994
H -2.5150 -2.6317 -4.4919
H -2.0399 -1.0596 -5.1801
*
```

# 6
This record from the Open Molecules 2025 dataset describes an isolated molecule of C14H14O. The level of theory is ωB97M-V with the def2-TZVPD basis set.

Results
LUMO energy	0.7	eV
Kohn-Sham gap	8.79	eV
structure (SMILES)	C/C=C/[C@H](O)c1ccc2ccccc2c1
F_max	0.41	eV Å⁻¹
highest occupied orbital energy	-0.2988	hartree

Geometry as ORCA input:
```
! RIJCOSX wB97M-V def2-TZVPD def2/J DEFGRID3
* xyz 0 1
C 3.6254 1.8531 -1.2307
C 2.9915 0.6321 -0.6567
C 2.6107 0.5036 0.6040
C 1.9598 -0.7459 1.1627
O 2.7004 -1.9138 0.8938
C 0.5335 -0.7913 0.6361
C 0.1631 -1.6833 -0.3862
C -1.1083 -1.6841 -0.8866
C -2.0812 -0.7904 -0.3965
C -3.4010 -0.7638 -0.8932
C -4.3190 0.1129 -0.3877
C -3.9596 1.0024 0.6378
C -2.6891 1.0010 1.1401
C -1.7167 0.1090 0.6395
C -0.3991 0.0823 1.1347
H 3.7273 2.6304 -0.4779
H 4.6121 1.6150 -1.6277
H 3.0219 2.2346 -2.0539
H 2.8494 -0.1804 -1.3608
H 2.7401 1.3247 1.2941
H 1.9286 -0.6831 2.2558
H 2.9454 -1.9142 -0.0377
H 0.8881 -2.3906 -0.7619
H -1.3858 -2.3771 -1.6684
H -3.6725 -1.4518 -1.6816
H -5.3286 0.1282 -0.7719
H -4.6991 1.6875 1.0265
H -2.4085 1.6835 1.9298
H -0.1286 0.7697 1.9243
*
```

# 7
This record from the Open Molecules 2025 dataset describes an isolated molecule of C14H15FN2O4S. The level of theory is ωB97M-V with the def2-TZVPD basis set.

Results
LUMO energy	0.5	eV
energy above the lowest of the compared OMol25 structures with the same formula, charge and spin	0.328	eV
Kohn-Sham gap	9.31	eV
structure (SMILES)	CN(CC(=O)NCc1ccco1)S(=O)(=O)c1ccc(F)cc1
F_max	0.97	eV Å⁻¹
highest occupied orbital energy	-0.3228	hartree

Geometry as ORCA input:
```
! RIJCOSX wB97M-V def2-TZVPD def2/J DEFGRID3
* xyz 0 1
C -2.3608 -0.2878 -1.7960
N -2.6601 -0.0080 -0.4167
C -2.8695 -1.1148 0.4807
C -1.6397 -2.0197 0.5983
O -1.6045 -3.1480 0.1617
N -0.6026 -1.4322 1.2337
C 0.6944 -2.0714 1.3375
C 1.6609 -1.5513 0.3231
C 1.6343 -1.5752 -1.0404
C 2.8237 -0.9381 -1.4706
C 3.4833 -0.5763 -0.3383
O 2.7830 -0.9337 0.7518
S -2.3693 1.5119 0.1595
O -2.8593 2.4435 -0.8089
O -2.8605 1.5513 1.5057
C -0.5812 1.7289 0.2316
C 0.1391 1.9064 -0.9351
C 1.5037 2.1266 -0.8696
C 2.1103 2.1702 0.3752
F 3.4315 2.4028 0.4438
C 1.4001 1.9978 1.5514
C 0.0356 1.7784 1.4695
H -2.5125 0.6345 -2.3521
H -1.3332 -0.6433 -1.9322
H -3.0474 -1.0479 -2.1699
H -3.7051 -1.7224 0.1162
H -3.1295 -0.6858 1.4497
H -0.6835 -0.4700 1.5242
H 0.5178 -3.1392 1.1729
H 1.1049 -1.9144 2.3376
H 0.8735 -2.0142 -1.6527
H 3.1429 -0.7845 -2.4806
H 4.4187 -0.0784 -0.1788
H -0.3744 1.9003 -1.8820
H 2.0954 2.2744 -1.7585
H 1.9101 2.0483 2.4999
H -0.5701 1.6812 2.3580
*
```

DFT total energy per entry: -726.6619 -1200.0067 -1275.3106 -2219.0985 -1480.0493 -617.1014 -1450.9959 hartree